A.
8
Properties=species:S:1:pos:R:3 method="wB97M-V/def2-TZVPD" total_charge=0
N 0.072 2.043 0.029
N 0.960 0.584 1.590
O 1.566 1.977 -2.357
O 2.598 0.417 -0.854
O -0.185 1.287 0.902
S 2.221 1.812 -1.160
H 0.990 -0.190 2.296
H 1.619 0.366 0.806

B.
8
Properties=species:S:1:pos:R:3 method="wB97M-V/def2-TZVPD" total_charge=0
N 1.551 -1.586 0.195
N 2.057 -0.573 -0.002
O -1.631 0.546 -0.323
O -4.009 0.587 0.146
O 1.438 0.792 -0.017
S -2.822 -0.167 0.130
H 2.975 -0.187 -0.161
H 0.442 0.589 0.033

Name the least stable of them. A.

A.
8
Properties=species:S:1:pos:R:3 method="wB97M-V/def2-TZVPD" total_charge=0 smiles="O=[N+]([O-])N(O)S"
O -0.046 1.828 0.330
N 0.579 0.812 0.134
O 1.770 0.630 0.102
N -0.281 -0.392 -0.199
O 0.509 -1.474 -0.416
S -1.691 -0.682 0.772
H 1.147 -1.459 -1.216
H -1.987 0.736 0.491

B.
8
Properties=species:S:1:pos:R:3 method="wB97M-V/def2-TZVPD" total_charge=0
N -0.661 -1.259 -0.494
N 0.951 0.686 -0.297
O 2.080 0.327 -0.352
O 0.341 1.480 -0.917
O -0.686 1.230 1.759
S 0.274 0.209 1.361
H -0.986 -2.163 -0.294
H -1.313 -0.509 -0.766

Name the least stable of them. B.

A.
8
Properties=species:S:1:pos:R:3 method="wB97M-V/def2-TZVPD" total_charge=0
N -0.615 -1.471 0.768
N 0.667 1.375 -0.946
O 1.753 1.808 -1.110
O 0.559 0.850 0.367
O -0.253 1.327 -1.690
S -0.754 0.100 1.167
H -0.187 -2.115 1.413
H -1.169 -1.875 0.031

B.
8
Properties=species:S:1:pos:R:3 method="wB97M-V/def2-TZVPD" total_charge=0
N -0.069 -1.021 -0.211
N -0.824 -0.025 -0.185
O 2.611 -0.741 0.425
O 1.140 1.314 0.179
O -2.136 -0.044 -0.052
S 1.647 -0.186 -0.474
H 0.254 1.545 0.101
H -2.623 -0.842 0.216

Name the least stable of them. A.

A.
68
Properties=species:S:1:pos:R:3 method="wB97M-V/def2-TZVPD" total_charge=+3 spin_multiplicity=2
Ce 0.940 0.369 -0.460
P -0.905 1.624 1.759
P 0.825 -2.524 2.147
P -1.288 1.571 -2.159
H 2.440 -2.102 -0.584
C 2.465 -1.222 -1.232
C 3.214 -0.115 -0.789
H 3.913 -0.261 0.026
C -2.480 0.775 2.146
C -0.335 2.040 3.458
C -1.568 3.278 1.288
C 2.028 -3.836 2.036
C 1.696 -0.937 2.437
C -0.269 -2.703 3.564
C -1.112 1.135 -3.939
C -1.896 3.302 -2.316
C -2.878 0.747 -1.729
H 2.237 -1.436 -2.286
H 3.452 0.781 -1.407
H -3.103 1.420 2.782
H -2.266 -0.159 2.681
H -3.021 0.548 1.218
H -0.973 2.825 3.890
H 0.701 2.400 3.441
H -0.377 1.159 4.109
H -2.231 3.620 2.095
H -2.135 3.229 0.347
H -0.758 4.012 1.176
H 1.936 -4.482 2.905
H 3.027 -3.405 2.032
H 1.841 -4.392 1.110
H 2.498 -1.116 3.176
H 1.043 -0.178 2.897
H 2.224 -0.438 1.588
H 0.071 -3.569 4.138
H -1.297 -2.876 3.227
H -0.238 -1.798 4.194
H -1.855 1.655 -4.564
H -1.190 0.051 -4.092
H -0.109 1.450 -4.256
H -2.033 3.594 -3.368
H -1.150 3.977 -1.883
H -2.840 3.466 -1.781
H -3.582 0.746 -2.572
H -3.349 1.267 -0.883
H -2.691 -0.291 -1.433
C -0.852 -2.507 -1.555
C -1.785 -3.569 -1.384
C -2.322 -4.205 -2.495
C -1.881 -3.877 -3.785
C -0.850 -2.953 -3.949
C -0.317 -2.279 -2.862
O -0.531 -1.726 -0.536
H -0.092 -2.802 1.046
H -2.119 -3.823 -0.384
H -3.100 -4.955 -2.349
H -2.298 -4.343 -4.684
H -0.409 -2.747 -4.921
H 0.509 -1.562 -2.977
C 1.947 3.913 0.354
S 2.352 2.246 0.899
C 4.124 2.314 1.123
H 1.135 3.898 -0.383
H 2.844 4.351 -0.091
H 1.621 4.450 1.244
H 4.525 3.180 0.585
H 4.277 2.395 2.201
H 4.598 1.399 0.765

B.
68
Properties=species:S:1:pos:R:3 method="wB97M-V/def2-TZVPD" total_charge=+3 spin_multiplicity=2
Ce -0.264 0.039 1.168
P 1.874 -1.198 2.893
P 1.735 2.071 0.721
P -0.851 -2.659 0.535
H -0.717 1.862 -8.334
C -1.665 1.323 -8.212
C -2.800 1.963 -7.917
H -2.829 3.051 -7.781
C 3.270 -2.064 2.072
C 2.668 0.026 4.002
C 1.137 -2.415 4.050
C 0.880 3.063 -0.560
C 2.022 3.243 2.089
C 3.351 1.662 -0.025
C -2.126 -2.441 -0.762
C -1.702 -3.582 1.853
C 0.406 -3.735 -0.220
H -1.643 0.240 -8.385
H -3.756 1.431 -7.833
H 4.012 -2.431 2.790
H 3.766 -1.368 1.379
H 2.896 -2.918 1.487
H 3.275 -0.473 4.776
H 1.871 0.614 4.495
H 3.313 0.722 3.430
H 1.720 -3.351 4.093
H 0.112 -2.647 3.703
H 1.072 -1.991 5.066
H 1.275 4.086 -0.639
H -0.189 3.119 -0.316
H 0.954 2.573 -1.540
H 3.010 3.731 2.064
H 1.941 2.687 3.036
H 1.259 4.038 2.120
H 3.879 2.534 -0.427
H 3.191 0.952 -0.852
H 4.020 1.161 0.689
H -2.818 -3.294 -0.839
H -1.679 -2.265 -1.745
H -2.720 -1.553 -0.513
H -2.515 -4.210 1.463
H -2.145 -2.848 2.546
H -1.018 -4.211 2.442
H -0.033 -4.554 -0.801
H 1.086 -4.160 0.530
H 1.014 -3.111 -0.893
C -1.000 0.532 -2.005
C 0.195 0.042 -2.590
C 0.244 -0.099 -3.968
C -0.858 0.200 -4.759
C -2.038 0.618 -4.168
C -2.139 0.773 -2.798
O -1.084 0.747 -0.712
H 1.162 -0.646 0.193
H 1.033 -0.217 -1.933
H 1.177 -0.454 -4.399
H -0.790 0.100 -5.837
H -2.907 0.834 -4.773
H -3.047 1.076 -2.263
C -2.726 0.692 4.651
S -1.530 0.636 3.352
C -1.558 2.328 2.683
H -2.825 -0.287 5.104
H -3.707 0.988 4.272
H -2.385 1.386 5.421
H -2.589 2.688 2.776
H -0.852 2.948 3.248
H -1.312 2.409 1.606

Name the least stable of them. A.

A.
10
Properties=species:S:1:pos:R:3 method="wB97M-V/def2-TZVPD" total_charge=0 smiles=C[C@H](F)N(F)F
C -0.069 -1.208 0.206
C 0.092 0.278 0.435
F -0.632 0.686 1.493
N -0.527 1.025 -0.690
F -0.067 2.409 -0.299
F 0.237 0.739 -1.711
H -0.984 -1.425 -0.194
H 0.617 -1.329 -0.683
H 0.167 -1.841 0.969
H 1.166 0.664 0.473

B.
10
Properties=species:S:1:pos:R:3 method="wB97M-V/def2-TZVPD" total_charge=0 smiles=NCC(F)(F)F
N 1.359 -0.306 -0.083
C 0.220 0.103 0.784
C -0.854 -0.018 -0.204
F -0.671 1.184 -1.030
F -0.804 -1.166 -0.953
F -2.205 -0.080 0.392
H 0.988 -0.957 -0.955
H 1.602 0.676 -0.652
H -0.085 -0.653 1.493
H 0.450 1.216 1.208

Name the least stable of them. A.

A.
10
Properties=species:S:1:pos:R:3 method="wB97M-V/def2-TZVPD" total_charge=0
C 0.127 -1.192 0.740
C 0.201 0.001 0.285
C 0.386 1.360 0.252
O -1.072 0.062 -1.494
I -1.477 -1.618 -2.201
H -0.050 -2.132 0.146
H 0.417 -1.666 1.630
H 1.298 1.488 -0.437
H -0.452 1.873 -0.167
H 0.622 1.826 1.247

B.
10
Properties=species:S:1:pos:R:3 method="wB97M-V/def2-TZVPD" total_charge=0 smiles="O=C=CI.C"
O -1.584 -2.703 0.315
C -1.877 -1.692 -0.170
C -2.219 -0.552 -0.674
I -4.076 0.247 -0.052
H -1.716 -0.020 -1.450
C 0.676 0.148 0.382
H 0.109 0.227 1.299
H 0.760 -0.885 0.082
H 1.671 0.551 0.549
H 0.192 0.729 -0.392

Name the least stable of them. A.

A.
10
Properties=species:S:1:pos:R:3 method="wB97M-V/def2-TZVPD" total_charge=0
C -0.073 0.532 -1.525
C 0.350 0.241 -0.186
C -0.155 -0.277 1.105
O 1.126 -0.231 -1.229
I 1.793 3.001 0.578
H -0.961 -0.089 -1.894
H 0.135 1.494 -1.922
H 0.662 -0.722 1.587
H -1.006 -0.876 0.948
H -0.489 0.630 1.518

B.
10
Properties=species:S:1:pos:R:3 method="wB97M-V/def2-TZVPD" total_charge=0 smiles=C#CCO.I
C 0.802 0.677 -1.159
C 0.340 -0.126 -0.387
C -0.112 -0.979 0.718
O 0.556 -2.262 0.868
H 1.345 1.282 -1.897
H -1.226 -1.130 0.773
H 0.287 -0.315 1.501
H -0.048 -2.729 0.306
I -1.768 2.531 -0.157
H -0.176 3.052 -0.564

Name the least stable of them. A.